No. 1
DFT (ωB97M-V with the def2-TZVPD basis set) results for a cluster of 2 separate species, C15H33N2O2 in total.

Output
E_tot in a.u.: -851.2542
2S+1: 2
<S²>: 0.754
Highest occupied orbital energy (spin up / spin down) in hartree: -0.279 / -0.333
LUMO energy (spin up / spin down) in eV: 0.57 / 0.57
Total charge: 0

Each line ends with the natural charge from an NBO analysis.
Element x y z (Å)
C 2.75 -1.33 1.64  -0.61
C 1.23 -1.28 1.81  -0.38
C 0.39 -0.54 0.75  -0.03
C -1.08 -0.81 1.19  -0.38
C -2.24 0.08 0.73  -0.41
C -2.66 -0.02 -0.74  -0.41
C -3.80 -1.01 -0.97  -0.21
N -5.08 -0.38 -0.64  -0.84
C 0.71 0.98 0.84  -0.43
C 0.81 1.87 -0.43  0.09
C 2.15 2.64 -0.47  -0.61
C -0.31 2.91 -0.43  -0.60
N 0.67 1.05 -1.67  0.03
O -0.33 1.28 -2.43  -0.42
C 1.27 -0.30 -1.75  0.11
C 0.96 -0.88 -3.12  -0.60
C 2.79 -0.23 -1.60  -0.62
C 0.62 -1.17 -0.66  -0.42
H 3.04 -1.94 0.78  0.20
H 3.18 -0.34 1.51  0.19
H 3.21 -1.77 2.52  0.21
H 0.86 -2.31 1.87  0.20
H 1.00 -0.83 2.78  0.22
H -1.08 -0.79 2.29  0.21
H -1.31 -1.85 0.92  0.19
H -3.11 -0.22 1.34  0.22
H -2.05 1.11 1.02  0.20
H -2.98 0.97 -1.10  0.20
H -1.82 -0.27 -1.38  0.22
H -3.68 -1.85 -0.29  0.18
H -3.75 -1.41 -1.99  0.16
H -5.86 -1.00 -0.83  0.35
H -5.21 0.45 -1.21  0.35
H -0.07 1.42 1.48  0.22
H 1.63 1.11 1.41  0.21
H 2.39 2.95 -1.49  0.22
H 2.99 2.07 -0.08  0.20
H 2.06 3.54 0.14  0.21
H -0.20 3.53 0.46  0.20
H -1.29 2.44 -0.42  0.22
H -0.26 3.55 -1.31  0.23
H -0.10 -1.05 -3.26  0.23
H 1.30 -0.21 -3.91  0.22
H 1.49 -1.83 -3.23  0.21
H 3.20 -1.23 -1.68  0.21
H 3.12 0.18 -0.65  0.21
H 3.22 0.38 -2.40  0.22
H 1.23 -2.08 -0.54  0.21
H -0.33 -1.51 -1.05  0.22
O 0.04 -1.19 5.08  -0.94
H -0.54 -1.78 5.57  0.47
H 0.84 -1.13 5.61  0.47

=====

No. 2
DFT (ωB97M-V with the def2-TZVPD basis set) results for a cluster of 6 separate species, C15H41NO6 in total.

Output
E_tot in a.u.: -1102.1233
Highest occupied orbital energy in hartree: -0.327
Energy above the lowest of the compared OMol25 structures with the same formula, charge and spin in eV: 3.428
LUMO energy in eV: 0.34
Total charge: 0
Structure (SMILES): CC1(C)CCCC(C)(C)N1O.CCO.CO.CO.CO.CO

Each line ends with the natural charge from an NBO analysis.
Element x y z (Å)
C -33.05 0.21 2.27  -0.66
C -33.22 -1.33 2.34  0.13
C -34.27 -1.81 1.31  -0.61
C -31.87 -2.06 1.81  -0.38
C -30.83 -2.02 3.00  -0.42
C -31.30 -2.83 4.09  -0.41
C -32.57 -2.08 4.76  0.16
C -33.07 -3.10 5.90  -0.63
C -32.10 -0.79 5.47  -0.66
N -33.56 -1.91 3.65  -0.22
O -34.84 -1.48 4.06  -0.59
H -33.98 0.79 2.27  0.20
H -32.50 0.52 3.16  0.21
H -32.54 0.46 1.34  0.23
H -35.17 -1.19 1.33  0.20
H -33.96 -1.66 0.27  0.21
H -34.43 -2.87 1.49  0.22
H -32.19 -3.08 1.62  0.21
H -31.49 -1.56 0.91  0.21
H -29.91 -2.42 2.58  0.21
H -30.56 -0.97 3.16  0.21
H -30.48 -2.99 4.78  0.21
H -31.68 -3.80 3.79  0.22
H -33.47 -4.02 5.50  0.23
H -33.96 -2.76 6.42  0.21
H -32.26 -3.10 6.63  0.22
H -31.30 -1.09 6.15  0.22
H -32.92 -0.37 6.06  0.21
H -31.70 0.01 4.84  0.21
H -34.83 -0.52 4.00  0.45
C -37.99 -3.40 3.71  -0.66
C -37.07 -4.64 3.65  -0.07
O -35.93 -4.55 4.45  -0.74
H -37.73 -2.60 3.02  0.20
H -37.73 -2.87 4.63  0.22
H -39.03 -3.63 3.51  0.22
H -36.89 -4.88 2.61  0.17
H -37.67 -5.50 3.97  0.18
H -35.54 -3.70 4.23  0.49
C -38.07 -0.25 -0.10  -0.26
O -38.54 -0.79 -1.28  -0.72
H -37.06 0.15 -0.13  0.16
H -38.74 0.51 0.30  0.17
H -38.02 -0.95 0.73  0.19
H -38.62 -0.06 -1.90  0.48
C -36.17 -5.49 7.92  -0.25
O -36.93 -5.67 6.78  -0.77
H -36.59 -6.23 8.59  0.18
H -35.10 -5.70 7.84  0.17
H -36.46 -4.50 8.27  0.17
H -36.48 -5.23 6.05  0.50
C -38.73 -3.72 0.39  -0.24
O -38.45 -3.54 -0.96  -0.74
H -39.52 -3.06 0.76  0.15
H -38.99 -4.72 0.74  0.18
H -37.85 -3.45 0.97  0.15
H -38.18 -2.64 -1.17  0.49
C -38.93 -8.21 6.89  -0.24
O -39.45 -6.93 6.65  -0.77
H -38.03 -7.93 7.44  0.17
H -39.50 -8.84 7.57  0.18
H -38.67 -8.63 5.92  0.16
H -38.84 -6.23 6.42  0.50

=====

No. 3
DFT (ωB97M-V with the def2-TZVPD basis set) results for a structure of composition C21H29N10O2SSbTi.

Output
E_tot in a.u.: -3003.0433
2S+1: 3
<S²>: 2.012
Highest occupied orbital energy (spin up / spin down) in hartree: -0.459 / -0.476
Energy above the lowest of the compared OMol25 structures with the same formula, charge and spin in eV: 1.110
LUMO energy (spin up / spin down) in eV: -5.79 / -5.73
Total charge: +2

Each line ends with the natural charge from an NBO analysis.
Element x y z (Å)
Ti -0.02 0.12 0.69  1.67
C -3.52 -0.74 0.06  -0.64
C -2.77 -1.59 1.04  0.27
C -3.22 -2.87 1.37  -0.22
C -2.52 -3.62 2.29  -0.09
C -1.42 -3.05 2.94  -0.26
C -1.05 -1.77 2.60  -0.07
N -1.68 -1.08 1.63  -0.62
Sb 0.21 -0.59 3.90  1.17
C 1.95 -0.08 2.67  -0.08
C 3.17 -0.47 3.16  -0.25
C 4.33 -0.04 2.50  -0.11
C 4.22 0.80 1.41  -0.21
C 2.96 1.18 0.97  0.28
C 2.77 2.20 -0.12  -0.63
N 1.86 0.71 1.57  -0.62
C -0.89 1.18 3.33  -0.07
C -1.63 1.84 4.28  -0.25
C -2.25 3.04 3.94  -0.11
C -2.06 3.55 2.67  -0.22
C -1.30 2.84 1.75  0.26
C -1.01 3.41 0.40  -0.64
N -0.77 1.65 2.07  -0.63
H -4.48 -0.44 0.50  0.26
H -2.97 0.17 -0.19  0.22
H -3.74 -1.29 -0.86  0.24
H -4.10 -3.26 0.89  0.24
H -2.83 -4.63 2.52  0.25
H -0.90 -3.59 3.72  0.25
H 3.25 -1.08 4.05  0.24
H 5.30 -0.35 2.85  0.25
H 5.10 1.18 0.90  0.25
H 2.83 3.20 0.32  0.25
H 3.55 2.11 -0.87  0.26
H 1.81 2.09 -0.61  0.21
H -1.71 1.45 5.29  0.24
H -2.85 3.57 4.66  0.25
H -2.49 4.50 2.39  0.25
H -0.78 2.64 -0.34  0.22
H -0.15 4.07 0.46  0.26
H -1.85 3.99 0.03  0.25
N -0.99 1.37 -2.40  -0.63
N -1.54 0.17 -2.86  -0.42
C -1.16 -0.97 -2.24  0.66
N -1.39 -2.14 -2.83  -0.77
N -0.53 -0.85 -1.08  -0.61
N -0.01 -2.02 -0.50  0.43
O 0.90 -1.63 0.43  -0.66
O -0.47 -3.17 -0.56  -0.43
H -1.68 2.10 -2.54  0.38
H -0.14 1.59 -2.91  0.39
H -1.74 0.09 -3.85  0.40
H -1.88 -2.17 -3.72  0.42
H -1.24 -2.99 -2.30  0.45
C 3.21 -3.99 -1.80  -0.43
N 2.91 -2.57 -1.70  -0.58
C 2.75 -1.75 -2.74  0.34
N 2.96 -2.26 -3.97  -0.78
S 2.29 -0.14 -2.53  -0.36
H 3.37 -4.38 -0.79  0.23
H 4.14 -4.15 -2.35  0.21
H 2.40 -4.55 -2.26  0.21
H 2.58 -2.20 -0.82  0.43
H 3.38 -3.16 -4.11  0.41
H 3.01 -1.60 -4.73  0.43

=====

No. 4
DFT (ωB97M-V with the def2-TZVPD basis set) results for a structure of composition C28H48GeN5OSi2V.

Output
E_tot in a.u.: -5044.7233
2S+1: 3
<S²>: 2.153
Highest occupied orbital energy (spin up / spin down) in hartree: -0.224 / -0.249
Energy above the lowest of the compared OMol25 structures with the same formula, charge and spin in eV: 0.428
LUMO energy (spin up / spin down) in eV: 0.35 / 0.34
Total charge: 0

Each line ends with the Mulliken spin population.
Element x y z (Å)
V -0.73 0.11 -0.24  2.21
C -0.14 4.56 -2.09  0.00
Si 0.32 2.78 -1.62  0.01
C -0.30 1.79 -3.10  0.08
C 2.19 2.71 -1.50  0.01
C -0.47 2.31 0.01  0.26
C -1.92 2.44 -0.12  -0.24
C -2.75 3.51 0.27  -0.01
C -4.10 3.45 -0.02  0.01
C -4.62 2.34 -0.68  0.00
C -3.77 1.31 -0.99  0.03
N -2.47 1.35 -0.70  -0.04
Si 0.34 3.09 1.48  0.02
C -0.80 2.97 3.00  0.00
C 0.73 4.94 1.34  0.00
C 2.00 2.27 1.85  0.02
H 0.34 4.83 -3.04  0.00
H 0.18 5.29 -1.34  0.00
H -1.22 4.66 -2.22  0.00
H 0.16 2.19 -4.01  0.00
H -1.38 1.90 -3.21  0.01
H -0.06 0.73 -3.02  -0.03
H 2.63 2.83 -2.49  0.00
H 2.52 1.75 -1.10  0.00
H 2.57 3.51 -0.87  0.00
H -2.32 4.37 0.76  0.00
H -4.74 4.28 0.25  0.00
H -5.67 2.28 -0.94  0.00
H -4.11 0.40 -1.47  0.00
H -1.15 3.97 3.29  0.00
H -0.27 2.56 3.87  0.00
H -1.69 2.36 2.82  0.00
H -0.17 5.53 1.14  0.00
H 1.45 5.15 0.55  0.00
H 1.16 5.29 2.28  0.00
H 2.04 1.26 1.43  -0.01
H 2.20 2.21 2.92  0.00
H 2.82 2.84 1.40  0.00
C -1.97 -2.55 -2.91  -0.01
C -1.82 -2.48 -1.42  -0.01
O -2.14 -1.45 -0.81  0.05
N -1.36 -3.57 -0.80  0.00
C -1.00 -3.60 0.61  0.01
C 0.27 -4.40 0.77  -0.01
C 1.31 -3.95 1.56  0.00
C 2.45 -4.73 1.67  0.00
C 2.50 -5.93 0.98  0.00
C 1.41 -6.29 0.21  0.00
N 0.31 -5.55 0.10  0.00
H -3.03 -2.53 -3.16  0.00
H -1.51 -3.44 -3.34  0.00
H -1.50 -1.66 -3.32  0.00
H -1.06 -4.37 -1.34  0.00
H -1.80 -4.07 1.19  0.00
H -0.88 -2.58 0.96  0.01
H 1.24 -2.99 2.06  0.01
H 3.28 -4.40 2.27  0.00
H 3.37 -6.57 1.03  0.00
H 1.42 -7.22 -0.36  0.00
C 0.33 -0.43 3.24  0.03
C -1.13 -0.30 2.97  0.03
N -1.71 -0.13 1.80  -0.10
C -3.06 -0.05 2.05  0.05
C -3.30 -0.17 3.38  0.00
N -2.06 -0.34 3.95  0.00
H 0.87 -0.43 2.29  -0.02
H 0.55 -1.36 3.78  0.00
H 0.70 0.41 3.83  0.00
H -3.77 0.09 1.25  0.00
H -4.20 -0.16 3.95  0.00
H -1.86 -0.43 4.93  0.00
C 3.98 -1.37 -0.55  -0.01
Ge 2.38 -1.45 -1.69  0.03
C 2.78 -0.52 -3.37  0.00
C 2.08 -3.34 -2.18  -0.03
C 0.85 -0.67 -0.82  -0.35
H 4.85 -1.81 -1.04  0.00
H 3.80 -1.91 0.39  0.00
H 4.20 -0.33 -0.31  0.00
H 3.49 -1.09 -3.97  0.00
H 3.20 0.47 -3.18  0.00
H 1.87 -0.38 -3.96  0.00
H 2.95 -3.75 -2.70  0.00
H 1.22 -3.41 -2.85  0.01
H 1.88 -3.94 -1.30  0.01
H 0.80 -1.03 0.26  -0.04

=====

No. 5
DFT (ωB97M-V with the def2-TZVPD basis set) results for a cluster of 2 separate species, C2H4ClFO2 in total.

Output
E_tot in a.u.: -788.9728
2S+1: 3
<S²>: 2.006
Highest occupied orbital energy (spin up / spin down) in hartree: -0.247 / -0.430
Energy above the lowest of the compared OMol25 structures with the same formula, charge and spin in eV: 0.105
LUMO energy (spin up / spin down) in eV: 0.72 / -0.83
Total charge: 0

Each line ends with the natural charge from an NBO analysis.
Element x y z (Å)
C -0.29 -1.06 -1.22  -0.14
C -0.43 0.86 0.85  0.63
O 1.00 -1.22 -0.98  -0.67
O 0.89 0.73 0.95  -0.70
F -0.78 1.89 -0.05  -0.36
Cl -1.32 1.02 2.38  -0.06
H -1.14 -1.57 -0.70  0.17
H -0.41 -0.19 -2.02  0.16
H 1.22 -2.03 -0.47  0.48
H 1.25 1.56 1.25  0.49

=====

No. 6
DFT (ωB97M-V with the def2-TZVPD basis set) results for the molecule C16H6N2O6.

Output
E_tot in a.u.: -1174.1385
Highest occupied orbital energy in hartree: -0.343
Energy above the lowest of the compared OMol25 structures with the same formula, charge and spin in eV: 2.803
LUMO energy in eV: -1.77
Total charge: 0
Structure (SMILES): O=C1OC(=O)c2c(/N=N/c3cccc4c3C(=O)OC4=O)cccc21

Each line ends with the natural charge from an NBO analysis.
Element x y z (Å)
O 4.66 -3.54 1.77  -0.49
C 4.07 -2.57 2.17  0.73
O 3.16 -2.57 3.11  -0.43
C 2.46 -1.53 2.98  0.77
O 1.53 -1.20 3.66  -0.51
C 2.70 -0.79 1.62  -0.12
C 2.31 0.29 0.91  0.16
N 1.08 0.89 1.39  -0.14
N 0.55 1.69 0.62  -0.16
C -0.82 1.85 0.61  0.11
C -1.57 1.53 1.78  -0.15
C -2.97 1.56 2.01  -0.20
C -3.64 1.79 0.76  -0.11
C -2.97 2.05 -0.47  -0.15
C -1.60 2.15 -0.52  -0.13
C -1.40 2.38 -1.87  0.75
O -0.26 2.19 -2.25  -0.48
O -2.58 2.63 -2.67  -0.44
C -3.52 2.44 -1.77  0.74
O -4.72 2.72 -1.96  -0.53
C 3.02 0.67 -0.22  -0.20
C 4.12 -0.09 -0.72  -0.20
C 4.63 -1.13 0.07  -0.14
C 3.87 -1.49 1.28  -0.15
H -1.03 1.21 2.71  0.24
H -3.29 1.24 3.00  0.25
H -4.75 1.76 0.79  0.24
H 2.64 1.36 -1.00  0.26
H 4.71 0.10 -1.65  0.24
H 5.49 -1.72 -0.25  0.24

=====

No. 7
DFT (ωB97M-V with the def2-TZVPD basis set) results for a structure of composition C2H4NOS2.

Output
E_tot in a.u.: -1004.9070
2S+1: 3
<S²>: 2.008
Highest occupied orbital energy (spin up / spin down) in hartree: -0.001 / -0.172
Energy above the lowest of the compared OMol25 structures with the same formula, charge and spin in eV: 1.034
LUMO energy (spin up / spin down) in eV: 3.61 / 2.22
Total charge: -1

Each line ends with the natural charge from an NBO analysis.
Element x y z (Å)
C -0.83 1.72 0.05  0.81
C 0.98 0.27 -0.70  -0.43
N 0.35 1.49 -0.37  -0.61
O -1.68 2.44 0.46  -0.56
S -3.87 -0.39 -0.15  -0.40
S -1.82 -0.49 0.02  -0.47
H 0.79 -0.57 0.07  0.19
H 0.68 -0.19 -1.65  0.19
H 2.04 0.37 -0.60  0.19
H -3.86 0.19 -1.28  0.08

=====

No. 8
DFT (ωB97M-V with the def2-TZVPD basis set) results for a cluster of 2 separate species, C5H15NO in total.

Output
E_tot in a.u.: -329.4647
Highest occupied orbital energy in hartree: -0.327
Energy above the lowest of the compared OMol25 structures with the same formula, charge and spin in eV: 1.169
LUMO energy in eV: 1.02
Total charge: 0
Structure (SMILES): CCN(C)CC.O

Each line ends with the natural charge from an NBO analysis.
Element x y z (Å)
C 0.47 -0.49 2.39  -0.63
C -0.74 -0.37 1.45  -0.22
N -0.40 0.11 0.11  -0.47
C -1.30 1.23 -0.26  -0.43
C -0.47 -0.93 -0.89  -0.22
C 0.26 -0.58 -2.20  -0.62
H 0.25 -0.02 3.35  0.21
H 0.78 -1.52 2.52  0.21
H 1.35 0.08 2.07  0.22
H -1.44 0.32 1.91  0.19
H -1.18 -1.36 1.36  0.19
H -2.33 0.96 -0.03  0.18
H -1.05 1.63 -1.24  0.21
H -1.02 2.10 0.34  0.20
H -1.52 -1.14 -1.21  0.16
H -0.11 -1.88 -0.50  0.20
H 1.25 -1.05 -2.18  0.21
H 0.38 0.50 -2.21  0.20
H -0.33 -0.87 -3.05  0.21
O 2.66 1.23 -0.32  -0.96
H 1.75 0.94 -0.13  0.49
H 2.76 1.10 -1.26  0.46